Entry 1:
{
  "formula": "C4H4S",
  "method": "wB97M-V/def2-TZVPD",
  "orbital_gap_ev": 7.660,
  "charge": 0,
  "e_tot_ha": -552.690356,
  "e_lumo_ev": -1.04,
  "relative_energy_ev": 8.2086,
  "e_homo_ev": -8.705,
  "elements": ["C", "C", "C", "C", "H", "H", "H", "H", "S"],
  "coordinates": [[-0.06751, 0.66762, 1.70339], [-0.41360, 0.34781, 0.28072], [-0.38268, 0.22910, -1.00161], [-0.05493, -0.67690, -2.15856], [1.31501, 0.63974, 1.82834], [-0.57032, -0.25229, 2.87949], [-0.21079, 1.75124, 2.15021], [1.35480, -1.53847, -2.25959], [-0.96998, -1.16786, -3.42239]],
  "forces_ev_per_angstrom": [[2.90, -0.38, 3.42], [0.85, 0.28, -3.71], [0.96, -1.99, 4.18], [1.55, -1.54, -0.46], [-4.40, -0.38, -0.49], [1.37, 2.61, -3.96], [-0.41, -2.28, -1.43], [-3.37, 2.75, 1.00], [0.56, 0.95, 1.45]]
}


Entry 2:
{
  "formula": "C4H4S",
  "method": "wB97M-V/def2-TZVPD",
  "orbital_gap_ev": 8.128,
  "charge": 0,
  "e_tot_ha": -552.909907,
  "e_lumo_ev": -0.73,
  "relative_energy_ev": 2.2343,
  "smiles": "CC#CC=S",
  "e_homo_ev": -8.862,
  "elements": ["C", "C", "C", "C", "H", "H", "H", "H", "S"],
  "coordinates": [[-1.81435, -0.35107, -0.21266], [-0.35933, -0.17596, -0.12976], [0.82977, 0.02742, 0.08103], [2.21782, 0.37739, 0.18291], [-2.16835, -0.61274, -1.26222], [-2.25662, 0.60653, 0.16620], [-2.11370, -1.21540, 0.46221], [2.91026, -0.39001, -0.15333], [2.75448, 1.73384, 0.86562]],
  "forces_ev_per_angstrom": [[-0.37, -0.48, 0.05], [1.65, 0.09, 0.43], [-1.43, 0.00, -0.74], [-0.70, -0.47, 0.40], [0.48, 0.54, 1.33], [-0.04, -0.99, -0.49], [0.25, 1.12, -0.75], [0.06, 0.05, -0.17], [0.10, 0.14, -0.06]]
}


Entry 3:
{
  "formula": "C4H4S",
  "method": "wB97M-V/def2-TZVPD",
  "orbital_gap_ev": 7.383,
  "charge": 0,
  "e_tot_ha": -552.789465,
  "e_lumo_ev": -0.72,
  "relative_energy_ev": 5.5117,
  "e_homo_ev": -8.104,
  "elements": ["C", "C", "C", "C", "S", "H", "H", "H", "H"],
  "coordinates": [[1.23434, 0.13342, -0.22231], [-1.15779, -0.21359, 0.50045], [-0.42204, 0.24827, 1.65421], [0.41294, -0.53827, 0.60146], [0.55390, -1.23841, 2.19154], [0.90458, 0.68492, -1.15008], [2.28103, 0.15816, -0.31736], [-1.71052, -1.14113, 0.59139], [-1.48819, 0.56981, -0.09257]],
  "forces_ev_per_angstrom": [[-0.58, 0.65, -1.95], [1.72, -2.34, 2.21], [-1.26, 2.26, 2.77], [0.41, -0.71, -2.83], [-0.55, 0.27, -0.88], [-0.64, -0.58, 1.37], [1.46, -0.56, 0.99], [0.04, -0.09, -0.32], [-0.59, 1.11, -1.36]]
}


Entry 4:
{
  "formula": "C4H4S2",
  "method": "wB97M-V/def2-TZVPD",
  "orbital_gap_ev": 7.300,
  "charge": 0,
  "e_tot_ha": -951.084721,
  "e_lumo_ev": -1.68,
  "relative_energy_ev": 2.3884,
  "smiles": "S=C/C=C/C=S",
  "e_homo_ev": -8.976,
  "elements": ["C", "C", "C", "C", "H", "H", "H", "H", "S", "S"],
  "coordinates": [[-0.25884, 1.41711, -1.47966], [-0.28418, 0.10154, -0.61138], [0.30690, -0.11977, 0.65354], [0.07241, -1.34903, 1.32572], [-0.95179, 1.49856, -2.26766], [-0.82362, -0.82198, -0.82432], [0.81019, 0.59071, 1.19335], [-0.66501, -1.85287, 0.75126], [0.74561, 2.56220, -1.06484], [1.04833, -2.02648, 2.32400]],
  "forces_ev_per_angstrom": [[0.54, -3.32, 2.91], [0.97, 0.33, 2.23], [-2.37, 1.42, -3.69], [-0.51, 0.37, -2.80], [-0.80, -0.09, -0.96], [-0.39, 0.60, -1.15], [1.52, 1.91, 0.85], [-1.14, -1.25, 0.27], [0.72, 1.23, -0.07], [1.46, -1.20, 2.40]]
}


Entry 5:
{
  "formula": "C4H5B",
  "method": "wB97M-V/def2-TZVPD",
  "orbital_gap_ev": 7.570,
  "charge": 0,
  "e_tot_ha": -180.149893,
  "e_lumo_ev": -1.11,
  "relative_energy_ev": 0.3907,
  "smiles": "B1C=CC=C1",
  "e_homo_ev": -8.683,
  "elements": ["B", "C", "C", "C", "C", "H", "H", "H", "H", "H"],
  "coordinates": [[-0.06720, 1.29486, -0.07144], [-1.24829, 0.34760, -0.07299], [1.16288, 0.39161, -0.01308], [-0.76311, -0.91916, 0.03264], [0.72242, -0.89112, 0.03396], [-0.07194, 2.36267, 0.40736], [-2.34921, 0.46314, 0.01750], [2.34123, 0.87322, 0.06146], [-1.25061, -1.84545, -0.08764], [1.30214, -1.67116, 0.22332]],
  "forces_ev_per_angstrom": [[0.15, 0.66, 1.80], [-2.79, -2.55, 0.10], [4.26, 0.47, -0.69], [0.28, 2.07, -1.15], [-0.64, 4.70, -0.08], [-0.07, 0.80, -0.43], [0.90, 0.31, -0.44], [-3.50, -2.09, -0.23], [-0.98, -0.84, 0.49], [2.37, -3.53, 0.63]]
}


Entry 6:
{
  "formula": "C4H5BF7O2Sn",
  "method": "wB97M-V/def2-TZVPD",
  "orbital_gap_ev": 2.992,
  "charge": 1,
  "e_tot_ha": -1243.789370,
  "e_lumo_ev": -10.57,
  "relative_energy_ev": 6.1898,
  "e_homo_ev": -13.563,
  "elements": ["Sn", "B", "F", "F", "F", "F", "C", "C", "O", "C", "O", "C", "F", "F", "F", "H", "H", "H", "H", "H"],
  "coordinates": [[19.14085, -1.28505, -6.07583], [22.48435, -0.60134, -2.62318], [21.22772, -0.47302, -2.04471], [22.71669, -1.91116, -2.92589], [22.48974, 0.03000, -3.83727], [23.46222, -0.14562, -1.75018], [17.59490, 6.90008, -6.80422], [17.35889, 5.76349, -5.81834], [18.37592, 5.74354, -4.91386], [18.71570, 4.61180, -4.25436], [18.40913, 3.48782, -4.60234], [19.61706, 4.91933, -2.99782], [20.74558, 4.21787, -3.13991], [19.95735, 6.21355, -2.97041], [18.92862, 4.65817, -1.84894], [17.53352, 7.86800, -6.30675], [16.94280, 6.88841, -7.67756], [18.56084, 6.62428, -7.22729], [17.27402, 4.84346, -6.39663], [16.39853, 5.88550, -5.31742]],
  "forces_ev_per_angstrom": [[0.83, 0.39, 0.93], [0.60, -0.38, 1.58], [-1.11, 0.18, 0.12], [0.08, -2.02, -0.22], [-0.32, 1.62, -2.07], [-0.09, 0.37, -0.26], [0.39, -0.68, 0.00], [-2.69, -0.01, -2.43], [2.24, -0.81, 2.93], [-0.73, -0.18, -1.07], [0.37, 1.16, 0.66], [-0.43, 0.85, -0.46], [-0.63, -0.20, 0.74], [-0.17, -0.45, 0.12], [1.05, -0.28, -1.27], [0.42, -0.03, -0.23], [-0.45, -0.12, 0.37], [0.39, 0.89, 0.05], [0.25, -0.28, 0.17], [0.01, 0.00, 0.33]]
}


Entry 7:
{
  "formula": "C4H5BiO6",
  "method": "wB97M-V/def2-TZVPD",
  "orbital_gap_ev": [6.830, 6.422],
  "charge": 1,
  "e_tot_ha": -821.121628,
  "multiplicity": 2,
  "s_squared": 0.753,
  "e_lumo_ev": [-6.40, -6.81],
  "relative_energy_ev": 0.0000,
  "e_homo_ev": [-13.229, -13.229],
  "elements": ["O", "C", "O", "O", "Bi", "C", "C", "H", "H", "H", "O", "C", "O", "O", "H", "H"],
  "coordinates": [[2.81821, -0.88849, 0.56573], [2.21702, 0.19646, 0.34340], [2.76335, 1.30922, 0.56186], [1.03278, 0.18618, -0.25657], [4.54220, 0.25553, 1.19739], [0.17941, -0.93619, -0.15532], [-1.27768, -1.18049, -0.00748], [0.58669, -1.68602, -0.84562], [0.19580, -1.32870, 0.98221], [-1.69204, -1.49542, -0.97400], [-2.01508, 0.15452, 0.40218], [-1.92157, 1.09937, -0.48758], [-1.23442, 0.99169, -1.50202], [-2.16743, 2.28398, 0.05562], [-2.39353, 2.91454, -0.64008], [-1.63369, -1.87619, 0.76029]],
  "forces_ev_per_angstrom": [[0.95, -0.87, 0.70], [-4.03, -0.60, -2.32], [0.64, 0.70, 0.28], [0.05, 2.20, 0.83], [0.87, 0.07, 0.34], [2.19, -4.30, 4.49], [-4.45, 4.06, -2.36], [-0.24, 0.01, 0.37], [2.40, 0.61, -2.13], [-0.24, 0.26, 0.28], [0.02, -3.25, 0.56], [4.52, 0.72, -1.33], [-1.93, -0.27, 0.04], [-1.76, 0.25, 0.36], [0.30, 0.05, -0.08], [0.72, 0.34, -0.02]]
}


Entry 8:
{
  "formula": "C4H5Br",
  "method": "wB97M-V/def2-TZVPD",
  "orbital_gap_ev": 9.879,
  "charge": 0,
  "e_tot_ha": -2729.354674,
  "e_lumo_ev": 0.49,
  "relative_energy_ev": 0.4385,
  "smiles": "C=CC(=C)Br",
  "e_homo_ev": -9.393,
  "elements": ["C", "C", "C", "C", "Br", "H", "H", "H", "H", "H"],
  "coordinates": [[1.01614, -0.87653, -1.00301], [-1.22795, -0.17981, 0.92400], [0.66522, 0.28788, -0.44979], [-0.41878, 0.73189, 0.47801], [-0.30978, 2.62931, 1.19827], [0.34214, -1.68535, -0.74053], [1.75262, -0.93487, -1.77028], [-1.16371, -1.11713, 0.46218], [-1.88897, -0.01454, 1.73890], [1.23306, 1.15915, -0.83776]],
  "forces_ev_per_angstrom": [[-2.26, 0.55, 1.41], [-1.01, 0.93, 1.20], [1.34, 2.84, -1.49], [1.99, 0.53, -0.23], [-0.15, -2.15, -0.82], [0.65, -0.69, -0.32], [0.40, -0.18, -0.17], [-0.12, -1.33, -0.35], [-0.69, 0.00, 0.35], [-0.14, -0.50, 0.43]]
}


Entry 9:
{
  "formula": "C4H5BrFN",
  "method": "wB97M-V/def2-TZVPD",
  "orbital_gap_ev": [7.677, 7.679],
  "charge": 0,
  "e_tot_ha": -2883.811738,
  "e_lumo_ev": [-0.06, -0.06],
  "relative_energy_ev": 4.6765,
  "e_homo_ev": [-7.739, -7.740],
  "elements": ["C", "C", "C", "C", "N", "F", "Br", "H", "H", "H", "H", "H"],
  "coordinates": [[1.81844, -1.75820, 2.35784], [1.08191, 1.88894, 0.43681], [2.59448, -0.13414, 0.76075], [2.01191, 2.53896, -0.59463], [2.28724, -1.01522, 1.53401], [0.01072, 1.29387, -0.21052], [4.00996, -0.04181, -0.44121], [1.00892, -2.33366, 1.85634], [2.02803, -1.70307, 3.47956], [1.35434, 3.40015, -0.89460], [1.99807, 1.78464, -1.37696], [2.99596, 2.90613, -0.24441]],
  "forces_ev_per_angstrom": [[-3.04, -3.24, 3.36], [-0.09, 0.24, 0.86], [-0.56, 1.54, -0.70], [-2.17, -0.41, 0.31], [3.15, 3.05, -2.63], [1.71, 0.77, -0.08], [0.34, -0.75, 0.19], [0.41, -0.41, 1.40], [-0.26, -0.17, -1.84], [0.64, -0.50, -0.05], [0.67, 0.43, -0.77], [-0.79, -0.55, -0.05]]
}


Entry 10:
{
  "formula": "C4H5BrN2",
  "method": "wB97M-V/def2-TZVPD",
  "orbital_gap_ev": 9.462,
  "charge": 0,
  "e_tot_ha": -2838.863878,
  "e_lumo_ev": 0.36,
  "relative_energy_ev": 1.8922,
  "smiles": "Cc1ccn(Br)n1",
  "e_homo_ev": -9.106,
  "elements": ["C", "C", "C", "C", "N", "N", "Br", "H", "H", "H", "H", "H"],
  "coordinates": [[0.17291, 1.01339, 0.39030], [-1.18469, 1.25082, 0.43591], [0.37730, -0.31616, -0.00705], [1.59255, -1.07434, -0.39801], [-0.79787, -0.83072, -0.18917], [-1.73892, 0.10576, 0.15191], [-3.48328, -0.07220, -0.24865], [0.92107, 1.55922, 0.75784], [-1.59347, 2.23281, 0.55609], [1.43205, -2.08745, -0.42045], [1.89036, -0.93291, -1.35987], [2.41199, -0.84821, 0.33115]],
  "forces_ev_per_angstrom": [[-1.27, -1.30, -0.44], [2.84, 1.87, 0.51], [-0.94, 0.87, -0.40], [0.51, 1.53, 3.48], [-2.57, -2.04, -0.42], [0.61, -1.63, -0.91], [-0.73, -0.44, -0.23], [2.59, 2.73, 1.03], [-0.84, -0.16, 0.32], [-0.72, -2.58, 0.65], [0.98, 1.36, -2.76], [-0.46, -0.23, -0.83]]
}